1.
DFT (wB97M-V/def2-TZVPD) results for a structure of composition C28H39BrN3OZn.

For the frontier orbital gap, the calculation gives 7.4 eV. As for the total charge: +1. The value obtained for the relative energy (zero: lowest compared OMol25 entry of this formula, charge and spin) is 7.5 kcal/mol.

The geometry in XYZ format:
```
73
Properties=species:S:1:pos:R:3:lowdin_charge:R:1
Zn -0.229 -0.085 0.881 0.7049
C 5.242 -0.544 -0.262 -0.0246
C 4.179 -0.293 0.764 -0.2230
C 4.485 0.019 2.087 0.0192
C 3.474 0.305 2.992 -0.0630
C 2.175 0.248 2.536 -0.7104
Br 0.712 0.652 3.655 0.9086
N 1.851 -0.075 1.288 -0.0194
C 2.835 -0.330 0.421 -0.0458
H 6.218 -0.657 0.202 0.0861
H 5.291 0.298 -0.955 0.0964
H 5.031 -1.440 -0.846 0.0916
H 5.517 0.045 2.413 0.1317
H 3.686 0.566 4.019 0.1175
H 2.522 -0.563 -0.590 0.1131
C -0.961 3.984 0.159 -0.0427
C 0.226 3.029 0.010 -0.3896
C 1.496 3.628 0.621 -0.0503
C 0.423 2.630 -1.442 -0.1349
C 0.849 3.615 -2.319 -0.0366
C 1.011 3.347 -3.665 -0.0553
C 0.835 2.056 -4.114 -0.0414
C 0.445 1.011 -3.275 -0.1195
C 0.536 -0.362 -3.961 -0.3632
C 0.923 -1.578 -3.114 -0.0526
C -0.682 -0.667 -4.851 -0.0548
C 0.144 1.332 -1.932 -0.1466
N -0.438 0.397 -1.039 0.0154
C -1.493 -0.291 -1.401 -0.0681
C -2.047 -1.276 -0.563 -0.3267
C -3.130 -2.143 -0.747 -0.0050
C -3.225 -2.900 0.413 -0.0130
C -2.208 -2.471 1.285 -0.2441
N -1.494 -1.499 0.692 0.0158
C -1.923 -2.941 2.690 -0.5399
C -2.374 -1.860 3.686 -0.0376
C -2.685 -4.235 2.978 -0.0505
C -0.416 -3.192 2.857 -0.0399
H -1.070 4.304 1.200 0.0859
H -1.891 3.517 -0.170 0.0798
H -0.807 4.874 -0.451 0.0876
H -0.002 2.140 0.595 0.0542
H 1.719 4.609 0.200 0.0822
H 2.357 2.980 0.443 0.0794
H 1.371 3.751 1.699 0.0807
H 1.043 4.612 -1.944 0.1158
H 1.315 4.128 -4.350 0.1120
H 1.040 1.825 -5.153 0.1221
H 1.375 -0.232 -4.648 0.1256
H 0.101 -1.990 -2.539 0.0648
H 1.737 -1.334 -2.427 0.0584
H 1.271 -2.367 -3.782 0.0884
H -1.513 -1.084 -4.280 0.0664
H -0.408 -1.401 -5.610 0.0853
H -1.034 0.231 -5.358 0.0819
H -1.966 -0.082 -2.356 0.1435
H -3.747 -2.215 -1.630 0.1152
H -3.942 -3.680 0.609 0.1071
H -3.460 -1.747 3.668 0.0935
H -1.927 -0.894 3.448 0.0336
H -2.072 -2.139 4.697 0.0914
H -3.762 -4.066 2.953 0.0866
H -2.429 -4.602 3.973 0.0914
H -2.433 -5.007 2.250 0.0934
H 0.158 -2.298 2.605 0.0338
H -0.090 -4.002 2.203 0.0950
H -0.188 -3.459 3.890 0.0917
C -3.231 1.157 1.295 -0.0734
O -1.874 1.222 1.768 -0.2138
H -3.893 1.699 1.969 0.1000
H -3.524 0.109 1.273 0.0782
H -3.311 1.569 0.288 0.0856
H -1.710 2.111 2.098 0.0748
```

2.
DFT (wB97M-V/def2-TZVPD) results for a cluster of 2 separate species, C4H5Br2N in total.

For the frontier orbital gap, the calculation gives 9.8 eV. The SMILES is C=C(C)Br.N#CBr. The value obtained for the relative energy (zero: lowest compared OMol25 entry of this formula, charge and spin) is 26.6 kcal/mol.

The geometry in XYZ format:
```
12
Properties=species:S:1:pos:R:3:nbo_charge:R:1
C 1.402 0.155 -1.189 -0.4200
C 0.809 0.825 -0.210 -0.0487
C 0.423 0.373 1.191 -0.6724
Br 0.282 2.648 -0.429 0.0173
H 1.700 -0.856 -1.087 0.2144
H 1.479 0.533 -2.182 0.2173
H 0.478 1.243 2.033 0.2354
H -0.510 -0.092 1.231 0.2209
H 1.017 -0.515 1.483 0.2299
N -1.934 -2.659 -0.737 -0.3048
C -2.302 -1.635 -0.342 0.0817
Br -2.844 -0.019 0.239 0.2289
```

3.
DFT (wB97M-V/def2-TZVPD) results for an isolated molecule of C3H5N3.

For the frontier orbital gap, the calculation gives 10.8 eV. The SMILES is Cn1cncn1. The value obtained for the relative energy (zero: lowest compared OMol25 entry of this formula, charge and spin) is 10.1 kcal/mol.

The geometry in XYZ format:
```
11
Properties=species:S:1:pos:R:3:nbo_charge:R:1
C 0.186 1.374 -0.856 -0.4051
N -0.011 0.154 -0.105 -0.1824
C 0.900 -0.712 0.373 0.1719
N 0.310 -1.690 1.028 -0.4803
C -1.002 -1.358 0.919 0.1290
N -1.247 -0.250 0.245 -0.2881
H -0.637 1.477 -1.564 0.2297
H 0.207 2.245 -0.194 0.2108
H 1.129 1.307 -1.403 0.2123
H 1.964 -0.593 0.215 0.2033
H -1.799 -1.954 1.342 0.1989
```

4.
DFT (wB97M-V/def2-TZVPD) results for the ion C3H4NOS with charge +1.

For the frontier orbital gap (alpha / beta), the calculation gives 8.5 / 8.5 eV. The SMILES is O=[N+]1C=CCS1. As for the total charge: +1. The value obtained for the relative energy (zero: lowest compared OMol25 entry of this formula, charge and spin) is 28.4 kcal/mol.

The geometry in XYZ format:
```
10
Properties=species:S:1:pos:R:3:nbo_charge:R:1
O 2.591 0.823 -0.014 -0.2249
N 1.365 0.337 0.077 0.0071
C 0.220 1.086 0.229 -0.0776
C -0.896 0.351 0.095 -0.0108
C -0.654 -1.078 -0.172 -0.6427
S 1.139 -1.293 -0.149 0.7578
H 0.309 2.145 0.407 0.2889
H -1.901 0.738 0.144 0.2781
H -1.143 -1.743 0.545 0.3107
H -1.030 -1.366 -1.162 0.3134
```

5.
DFT (wB97M-V/def2-TZVPD) results for an isolated molecule of C16H15F2N5OS.

For the frontier orbital gap, the calculation gives 8.4 eV. The SMILES is Cc1cc(C(=O)CSc2n[nH]c(N)n2)c(C)n1-c1cc(F)ccc1F.

The geometry in XYZ format:
```
40
Properties=species:S:1:pos:R:3:nbo_charge:R:1
C -1.685 -0.768 2.707 -0.6459
C -1.214 0.092 1.590 0.1462
C -1.919 0.885 0.738 -0.2573
C -0.997 1.479 -0.173 -0.2483
C -1.285 2.392 -1.269 0.6140
O -0.467 3.138 -1.769 -0.5815
C -2.741 2.500 -1.709 -0.6181
S -3.635 0.924 -1.928 0.2875
C -2.372 -0.002 -2.654 0.1548
N -2.491 -1.246 -3.054 -0.3220
N -1.245 -1.539 -3.520 -0.3927
C -0.449 -0.455 -3.373 0.5252
N 0.883 -0.424 -3.653 -0.8107
N -1.137 0.527 -2.834 -0.5561
C 0.259 1.003 0.159 0.2387
C 1.576 1.302 -0.456 -0.6728
N 0.117 0.159 1.224 -0.3600
C 1.161 -0.561 1.821 0.0788
C 1.877 -1.500 1.086 -0.2578
C 2.907 -2.196 1.689 0.3845
F 3.587 -3.101 0.961 -0.3191
C 3.255 -1.998 3.014 -0.2604
C 2.547 -1.067 3.751 -0.2727
C 1.520 -0.359 3.155 0.4355
F 0.863 0.561 3.884 -0.3218
H -1.218 -1.753 2.664 0.2175
H -2.763 -0.887 2.636 0.2330
H -1.454 -0.322 3.674 0.2247
H -2.978 1.041 0.766 0.2271
H -2.777 3.052 -2.649 0.2466
H -3.308 3.043 -0.951 0.2464
H -1.046 -2.455 -3.885 0.4118
H 1.252 0.516 -3.662 0.4105
H 1.192 -1.001 -4.421 0.3888
H 1.924 0.471 -1.071 0.2155
H 2.325 1.499 0.311 0.2228
H 1.466 2.179 -1.087 0.2697
H 1.622 -1.691 0.056 0.2437
H 4.063 -2.562 3.450 0.2368
H 2.787 -0.875 4.785 0.2369
```

6.
DFT (wB97M-V/def2-TZVPD) results for a cluster of 2 separate species, C4H3NO in total.

For the frontier orbital gap, the calculation gives 10.3 eV. The value obtained for the relative energy (zero: lowest compared OMol25 entry of this formula, charge and spin) is 55.3 kcal/mol.

The geometry in XYZ format:
```
9
Properties=species:S:1:pos:R:3:nbo_charge:R:1
O 0.445 0.462 -1.650 -0.5118
C -0.708 0.384 -1.264 0.3839
C -1.118 -0.272 -0.043 -0.1712
C -1.530 -0.819 0.949 -0.0757
C 2.477 0.356 1.726 0.2617
N 2.128 0.216 0.613 -0.7466
H 1.716 0.157 -0.310 0.4551
H -1.526 0.821 -1.855 0.1567
H -1.884 -1.307 1.833 0.2479
```

Q: What is the formula in the sixth record?
A: C4H3NO

Q: Which formula does entry 5 have?
A: C16H15F2N5OS

Copy entry 1 word for word.
DFT (wB97M-V/def2-TZVPD) results for a structure of composition C28H39BrN3OZn.

For the frontier orbital gap, the calculation gives 7.4 eV. As for the total charge: +1. The value obtained for the relative energy (zero: lowest compared OMol25 entry of this formula, charge and spin) is 7.5 kcal/mol.

The geometry in XYZ format:
```
73
Properties=species:S:1:pos:R:3:lowdin_charge:R:1
Zn -0.229 -0.085 0.881 0.7049
C 5.242 -0.544 -0.262 -0.0246
C 4.179 -0.293 0.764 -0.2230
C 4.485 0.019 2.087 0.0192
C 3.474 0.305 2.992 -0.0630
C 2.175 0.248 2.536 -0.7104
Br 0.712 0.652 3.655 0.9086
N 1.851 -0.075 1.288 -0.0194
C 2.835 -0.330 0.421 -0.0458
H 6.218 -0.657 0.202 0.0861
H 5.291 0.298 -0.955 0.0964
H 5.031 -1.440 -0.846 0.0916
H 5.517 0.045 2.413 0.1317
H 3.686 0.566 4.019 0.1175
H 2.522 -0.563 -0.590 0.1131
C -0.961 3.984 0.159 -0.0427
C 0.226 3.029 0.010 -0.3896
C 1.496 3.628 0.621 -0.0503
C 0.423 2.630 -1.442 -0.1349
C 0.849 3.615 -2.319 -0.0366
C 1.011 3.347 -3.665 -0.0553
C 0.835 2.056 -4.114 -0.0414
C 0.445 1.011 -3.275 -0.1195
C 0.536 -0.362 -3.961 -0.3632
C 0.923 -1.578 -3.114 -0.0526
C -0.682 -0.667 -4.851 -0.0548
C 0.144 1.332 -1.932 -0.1466
N -0.438 0.397 -1.039 0.0154
C -1.493 -0.291 -1.401 -0.0681
C -2.047 -1.276 -0.563 -0.3267
C -3.130 -2.143 -0.747 -0.0050
C -3.225 -2.900 0.413 -0.0130
C -2.208 -2.471 1.285 -0.2441
N -1.494 -1.499 0.692 0.0158
C -1.923 -2.941 2.690 -0.5399
C -2.374 -1.860 3.686 -0.0376
C -2.685 -4.235 2.978 -0.0505
C -0.416 -3.192 2.857 -0.0399
H -1.070 4.304 1.200 0.0859
H -1.891 3.517 -0.170 0.0798
H -0.807 4.874 -0.451 0.0876
H -0.002 2.140 0.595 0.0542
H 1.719 4.609 0.200 0.0822
H 2.357 2.980 0.443 0.0794
H 1.371 3.751 1.699 0.0807
H 1.043 4.612 -1.944 0.1158
H 1.315 4.128 -4.350 0.1120
H 1.040 1.825 -5.153 0.1221
H 1.375 -0.232 -4.648 0.1256
H 0.101 -1.990 -2.539 0.0648
H 1.737 -1.334 -2.427 0.0584
H 1.271 -2.367 -3.782 0.0884
H -1.513 -1.084 -4.280 0.0664
H -0.408 -1.401 -5.610 0.0853
H -1.034 0.231 -5.358 0.0819
H -1.966 -0.082 -2.356 0.1435
H -3.747 -2.215 -1.630 0.1152
H -3.942 -3.680 0.609 0.1071
H -3.460 -1.747 3.668 0.0935
H -1.927 -0.894 3.448 0.0336
H -2.072 -2.139 4.697 0.0914
H -3.762 -4.066 2.953 0.0866
H -2.429 -4.602 3.973 0.0914
H -2.433 -5.007 2.250 0.0934
H 0.158 -2.298 2.605 0.0338
H -0.090 -4.002 2.203 0.0950
H -0.188 -3.459 3.890 0.0917
C -3.231 1.157 1.295 -0.0734
O -1.874 1.222 1.768 -0.2138
H -3.893 1.699 1.969 0.1000
H -3.524 0.109 1.273 0.0782
H -3.311 1.569 0.288 0.0856
H -1.710 2.111 2.098 0.0748
```